This record from the OMol25 dataset describes a molecular structure, C20H33Br3NO14S in a non-equilibrium geometry. The level of theory is ωB97M-V/def2-TZVPD.

Lowest unoccupied orbital energy ... 2.040 eV
Charge ... -1
Spin multiplicity ... 1
Kohn-Sham gap ... 7.796 eV
HOMO level ... -0.212 hartree
Largest force on an atom ... 1.92 eV/A
Molar mass ... 783.26 g/mol

Atoms and positions in Å:
N 0.92913 -0.16997 0.05829
O 1.54323 0.04555 -0.99158
O 1.00649 -1.30187 0.64032
O 0.21480 0.72173 0.57480
O 0.26904 1.93124 -3.50037
C -0.84304 1.67862 -3.18522
O -1.61787 0.78216 -3.91110
C -2.88984 0.65000 -3.28262
C -3.12728 1.99773 -2.64556
C -1.73285 2.34742 -2.13746
H -2.88143 -0.18042 -2.57186
H -3.62345 0.48549 -4.07486
H -3.87206 2.03244 -1.84372
H -3.55555 2.70655 -3.35806
H -1.44592 1.92454 -1.17095
H -1.52959 3.40850 -2.04366
O -2.79251 -2.21506 -0.65890
C -2.42518 -2.07188 0.47484
O -2.74777 -0.99447 1.19744
C -2.12571 -0.96682 2.48654
C -1.29553 -2.24226 2.55371
C -1.72904 -3.08779 1.35237
H -2.82831 -0.93174 3.32081
H -1.45372 -0.11857 2.53749
H -1.44031 -2.87026 3.43795
H -0.22258 -2.06521 2.52068
H -2.53290 -3.79419 1.56078
H -0.82947 -3.47211 0.88070
O -2.04373 4.26562 0.12539
C -2.69049 3.75124 0.98985
O -3.97256 4.10685 1.20724
C -4.56495 3.33499 2.26211
C -3.38696 2.61610 2.93784
C -2.35943 2.56238 1.82410
H -5.33118 2.64405 1.90628
H -5.08708 3.97273 2.97566
H -3.69034 1.68234 3.40895
H -3.04497 3.26926 3.74519
H -2.44372 1.66610 1.20274
H -1.35935 2.53952 2.24558
O 1.19275 -1.17038 -3.92933
C 0.76870 -2.25283 -3.68835
O 0.94173 -3.25746 -4.58083
C 0.40612 -4.49575 -4.10331
C -0.13540 -4.24441 -2.70347
C -0.03085 -2.71027 -2.48357
H 1.23258 -5.20333 -4.14677
H -0.44209 -4.74995 -4.74324
H 0.37298 -4.88667 -1.98829
H -1.21400 -4.40164 -2.69813
H 0.45051 -2.45768 -1.54010
H -1.00242 -2.22478 -2.53343
O 3.95904 2.09239 -0.91517
S 4.93328 2.16933 0.12750
O 4.94961 3.32324 0.99432
O 4.84498 0.87791 1.14560
C 4.48570 -0.37572 0.53384
C 3.99839 -1.27537 1.66981
C 6.57895 1.90934 -0.50053
H 5.35209 -0.82694 0.03935
H 3.69845 -0.23460 -0.21012
H 4.64391 -1.19378 2.54857
H 4.10292 -2.32973 1.40557
H 2.98070 -1.04689 1.95372
H 7.01483 2.83062 -0.86541
H 6.47306 1.07305 -1.18892
H 7.12245 1.54760 0.37205
C 1.55012 0.52639 3.67132
Br 2.95960 1.86822 3.62656
Br -0.10773 1.27350 4.41662
Br 2.14197 -1.06927 4.62782
H 1.33102 0.27534 2.63461

These are the Löwdin partial charges, in e, on atoms 1 to 5: -0.561 0.008 -0.091 -0.052 0.145